This record from the OMol25 dataset describes a cluster of 2 separate species, C11H18 in total at a distorted geometry. The level of theory is ωB97M-V/def2-TZVPD.

Bonds (Å) are listed after each position.
Cartesian coordinates (Å):
1 C -0.43 -2.00 0.89  H2 1.092, C7 1.541, H17 1.087, H21 1.092
2 H -0.59 -1.37 1.77  C1 1.092
3 H 2.72 -2.91 -0.28  C12 1.104
4 H -1.74 1.25 2.58  C24 1.083
5 C -2.20 1.27 -0.78  H10 1.083, C23 1.387, C28 1.390
6 C 1.21 2.87 -0.63  H8 1.095, H14 1.089, C18 1.503, H26 1.096
7 C 0.93 -1.71 0.22  C1 1.541, C12 1.517, H19 1.094, C25 1.544
8 H 2.05 2.35 -0.16  C6 1.095
9 C -0.36 2.10 1.17  C18 1.395, H22 1.080, C24 1.392
10 H -2.91 0.91 -1.52  C5 1.083
11 H 2.12 -3.19 1.36  C12 1.092
12 C 1.81 -2.94 0.34  H3 1.104, C7 1.517, H11 1.092, H20 1.087
13 H -3.25 0.42 0.90  C28 1.085
14 H 1.37 3.94 -0.51  C6 1.089
15 H 1.61 -1.46 -1.84  C25 1.091
16 H 0.06 -2.22 -1.70  C25 1.094
17 H -0.55 -3.02 1.24  C1 1.087
18 C -0.15 2.41 -0.17  C6 1.503, C9 1.395, C23 1.392
19 H 1.36 -0.80 0.63  C7 1.094
20 H 1.34 -3.81 -0.12  C12 1.087
21 H -1.29 -1.86 0.22  C1 1.092
22 H 0.39 2.37 1.90  C9 1.080
23 C -1.05 1.95 -1.13  C5 1.387, C18 1.392, H29 1.085
24 C -1.54 1.46 1.54  H4 1.083, C9 1.392, C28 1.383
25 C 0.68 -1.42 -1.27  C7 1.544, H15 1.091, H16 1.094, H27 1.087
26 H 1.38 2.68 -1.70  C6 1.096
27 H 0.23 -0.44 -1.36  C25 1.087
28 C -2.37 0.95 0.57  C5 1.390, H13 1.085, C24 1.383
29 H -0.83 2.20 -2.17  C23 1.085

Output
frontier orbital gap = 10.132 eV
structure (SMILES) = Cc1ccccc1.CC(C)C
energy relative to the best compared isomer or geometry (same formula, charge and spin) = 12.37 kcal/mol
HOMO = -0.334 hartree
total energy = -429.92090 Eh
LUMO energy = 1.044 eV